[1]
Density functional theory data (the ωB97M-V functional and the def2-TZVPD basis) for an isolated molecule of C6H10O in a non-equilibrium geometry.

Its total energy is -309.80086 hartree. The SMILES is C=CCCCC=O. Its LUMO energy is 1.057 eV.

Cartesian coordinates (Å):
C: -2.693 -0.232 0.722
C: -1.577 0.076 0.055
C: -0.333 0.568 0.730
C: 0.863 -0.375 0.690
C: 1.338 -0.687 -0.723
C: 1.800 0.557 -1.463
O: 1.897 0.622 -2.657
H: -2.903 0.240 1.677
H: -3.417 -0.927 0.317
H: -1.616 0.075 -1.033
H: -0.021 1.507 0.248
H: -0.594 0.872 1.747
H: 0.695 -1.303 1.241
H: 1.662 0.110 1.261
H: 2.193 -1.364 -0.677
H: 0.553 -1.111 -1.345
H: 2.150 1.372 -0.791

---

[2]
Density functional theory data (the ωB97M-V functional and the def2-TZVPD basis) for a cluster of 4 separate species, C62H93Br4F3N5O6S in total in a non-equilibrium geometry.

Its total energy is -14136.48327 hartree. Its spin multiplicity is 4. Its LUMO energy is -1.417 eV. Its expectation value of S² is 3.763.

Cartesian coordinates (Å):
C: 2.118 -0.826 5.349
C: 0.985 0.038 4.545
C: 0.974 -0.419 2.974
C: 2.043 0.438 2.123
C: 1.415 1.168 0.830
C: 0.162 2.162 1.009
C: -0.534 2.488 2.408
S: 0.631 3.635 3.360
C: -0.352 5.146 3.882
C: 0.226 5.778 5.273
C: -0.379 2.883 -0.279
C: -1.626 3.916 -0.247
C: -3.047 3.177 -0.616
C: -2.865 1.671 -1.146
C: -4.308 1.036 -1.586
O: -4.743 0.189 -0.474
C: -5.114 -1.104 -0.999
O: -4.467 -2.168 -0.830
C: 0.320 2.611 -1.685
C: -0.218 3.401 -2.998
C: 0.695 4.741 -3.184
O: 1.764 4.711 -3.859
C: 0.325 6.153 -2.491
C: 0.570 6.443 -0.951
C: 0.187 7.773 -0.244
C: -0.479 8.964 -1.036
C: -0.695 8.725 -2.588
C: -0.310 7.364 -3.290
C: 1.548 1.599 -1.885
N: 2.053 1.476 -3.223
C: 3.175 0.565 -3.182
C: 3.935 0.310 -4.590
Br: 5.819 0.915 -4.664
C: 3.221 -0.316 -5.656
C: 1.697 -0.805 -5.589
Br: 4.258 -0.549 -7.363
C: 3.730 -0.196 -1.956
C: 5.001 -1.192 -2.078
C: 4.924 -2.454 -1.081
C: 4.665 -3.838 -1.885
F: 4.609 -4.899 -0.914
Br: 6.205 -4.293 -3.097
C: 3.307 -3.845 -2.752
F: 2.979 -5.229 -2.992
F: 3.421 -3.225 -4.033
Br: 1.788 -3.111 -1.661
N: 3.166 -0.033 -0.637
C: 2.072 0.895 -0.601
H: 2.422 -0.329 6.343
H: 3.062 -0.766 4.677
H: 1.805 -1.919 5.507
H: -0.043 -0.104 5.048
H: 1.318 1.142 4.661
H: -0.092 -0.404 2.533
H: 1.300 -1.534 2.997
H: 2.469 1.258 2.829
H: 2.920 -0.252 1.880
H: -0.823 1.570 3.030
H: -1.511 3.105 2.290
H: -1.467 4.877 4.039
H: -0.248 5.907 3.012
H: -0.442 5.472 6.162
H: 1.285 5.380 5.480
H: 0.193 6.937 5.239
H: -1.517 4.750 -1.046
H: -1.681 4.478 0.762
H: -3.566 3.780 -1.457
H: -3.696 3.280 0.322
H: -2.230 1.654 -2.113
H: -2.366 0.979 -0.375
H: -5.055 1.877 -1.835
H: -4.091 0.366 -2.506
H: -6.081 -1.172 -1.618
H: -1.323 3.684 -2.925
H: -0.032 2.786 -3.959
H: 1.026 5.604 -0.320
H: 0.363 7.898 0.876
H: -0.792 9.946 -0.528
H: -1.153 9.613 -3.153
H: -0.520 7.300 -4.424
H: 1.724 -1.938 -5.378
H: 1.076 -0.311 -4.766
H: 1.228 -0.578 -6.617
H: 5.165 -1.589 -3.137
H: 5.924 -0.567 -1.763
H: 5.985 -2.573 -0.623
H: 4.215 -2.328 -0.192
C: -7.875 0.451 1.833
C: -8.600 -0.776 2.448
C: -8.628 -1.940 1.432
C: -9.626 -1.739 0.296
C: -11.012 -1.413 0.841
C: -11.010 -0.228 1.831
N: -9.969 -0.369 2.897
O: -10.411 -1.308 3.785
C: -10.791 1.089 1.046
C: -12.436 -0.070 2.416
C: -7.685 -1.201 3.629
H: -6.823 0.505 2.134
H: -7.876 0.438 0.741
H: -8.318 1.395 2.163
H: -8.885 -2.875 1.946
H: -7.631 -2.093 1.008
H: -9.285 -0.945 -0.378
H: -9.677 -2.648 -0.312
H: -11.686 -1.203 0.003
H: -11.412 -2.310 1.331
H: -10.702 1.942 1.727
H: -11.639 1.293 0.385
H: -9.913 1.074 0.401
H: -12.794 -0.979 2.909
H: -13.160 0.156 1.626
H: -12.477 0.750 3.142
H: -7.628 -0.414 4.387
H: -6.669 -1.398 3.275
H: -8.021 -2.122 4.113
C: 9.750 4.856 -0.453
C: 9.027 3.624 0.155
C: 9.015 2.459 -0.860
C: 8.026 2.656 -2.004
C: 6.634 2.974 -1.475
C: 6.619 4.158 -0.486
N: 7.649 4.024 0.591
O: 7.205 3.082 1.476
C: 6.838 5.477 -1.268
C: 5.185 4.308 0.084
C: 9.932 3.206 1.346
H: 10.798 4.917 -0.141
H: 9.759 4.843 -1.544
H: 9.298 5.798 -0.127
H: 8.758 1.523 -0.348
H: 10.017 2.311 -1.275
H: 8.369 3.450 -2.675
H: 7.985 1.746 -2.612
H: 5.968 3.180 -2.320
H: 6.234 2.075 -0.988
H: 6.915 6.330 -0.586
H: 5.996 5.676 -1.938
H: 7.723 5.467 -1.903
H: 4.826 3.397 0.574
H: 4.468 4.529 -0.714
H: 5.131 5.128 0.809
H: 9.977 3.993 2.105
H: 10.953 3.014 1.003
H: 9.597 2.283 1.828
C: -1.109 -10.090 -0.936
C: -0.873 -9.387 0.428
C: -1.865 -8.214 0.600
C: -1.526 -6.995 -0.251
C: -0.079 -6.565 -0.035
C: 0.930 -7.715 -0.238
N: 0.557 -8.951 0.518
O: 0.841 -8.732 1.836
C: 1.042 -8.032 -1.750
C: 2.345 -7.202 0.131
C: -1.234 -10.472 1.479
H: -1.742 -10.980 -0.839
H: -1.606 -9.444 -1.663
H: -0.175 -10.448 -1.380
H: -1.886 -7.898 1.652
H: -2.881 -8.544 0.364
H: -1.707 -7.204 -1.310
H: -2.194 -6.168 0.012
H: 0.152 -5.735 -0.712
H: 0.015 -6.160 0.981
H: 1.688 -8.898 -1.923
H: 1.482 -7.189 -2.292
H: 0.082 -8.221 -2.230
H: 2.403 -6.820 1.154
H: 2.644 -6.376 -0.523
H: 3.094 -7.994 0.019
H: -0.560 -11.331 1.408
H: -2.254 -10.834 1.321
H: -1.202 -10.094 2.504

---

[3]
Density functional theory data (the ωB97M-V functional and the def2-TZVPD basis) for an isolated molecule of C3H4N4O in a non-equilibrium geometry.

Its total energy is -410.87385 hartree. The SMILES is [H]/N=C1C=N/C(=N\[H])N/1O. Its LUMO energy is -0.727 eV.

Cartesian coordinates (Å):
H: -1.407 -1.733 1.775
N: -1.460 -0.727 1.712
C: -0.743 -0.080 0.934
C: -0.630 1.384 0.609
N: 0.179 1.673 -0.395
C: 0.602 0.432 -0.900
N: 1.045 0.192 -2.007
H: 1.208 0.962 -2.715
N: 0.482 -0.429 0.261
O: 0.451 -1.851 -0.013
H: -1.287 2.183 1.057
H: 0.780 -1.970 -0.859

---

[4]
Density functional theory data (the ωB97M-V functional and the def2-TZVPD basis) for a structure of composition C35H52AuOP4 in a non-equilibrium geometry.

Its total energy is -2940.16389 hartree. Its spin multiplicity is 3. Its LUMO energy (spin up / spin down) is -8.457 / -11.067 eV. Its expectation value of S² is 2.028. As for the charge: +3.

Cartesian coordinates (Å):
Au: -1.696 -0.717 -0.259
P: -0.339 1.378 -0.873
P: -3.595 -0.150 -1.564
P: 3.658 -1.975 1.048
H: -2.812 -3.336 -1.063
C: -1.838 -2.877 -0.866
C: -1.709 -2.605 0.554
H: -2.573 -2.966 1.110
C: 0.327 1.249 -2.582
C: -1.216 2.994 -0.920
C: 1.202 1.893 -0.005
C: -4.570 -1.627 -1.891
C: -4.764 1.130 -1.019
C: -3.100 0.522 -3.172
C: 4.910 -3.282 1.244
C: 4.033 -0.472 1.976
C: 3.500 -1.646 -0.729
H: -1.008 -3.446 -1.297
H: -0.743 -2.714 1.047
H: 0.931 2.131 -2.845
H: -0.483 1.150 -3.312
H: 0.967 0.359 -2.652
H: -0.604 3.751 -1.435
H: -1.409 3.341 0.099
H: -2.175 2.911 -1.437
H: 2.003 2.151 -0.716
H: 1.564 1.080 0.632
H: 1.042 2.772 0.629
H: -5.624 -1.328 -1.988
H: -4.524 -2.356 -1.075
H: -4.215 -2.108 -2.817
H: -5.662 1.123 -1.661
H: -4.272 2.107 -1.109
H: -5.050 0.967 0.028
H: -3.929 0.458 -3.888
H: -2.234 -0.014 -3.568
H: -2.840 1.578 -3.039
H: 5.953 -2.949 1.079
H: 4.687 -4.125 0.556
H: 4.822 -3.685 2.275
H: 4.593 -0.705 2.895
H: 3.076 -0.029 2.289
H: 4.587 0.268 1.375
H: 4.005 -2.449 -1.287
H: 3.909 -0.661 -1.006
H: 2.434 -1.671 -0.996
C: 1.654 -4.659 0.688
C: 1.366 -4.034 -0.541
C: 1.606 -4.757 -1.705
C: 2.148 -6.058 -1.629
C: 2.254 -6.714 -0.390
C: 1.864 -6.047 0.763
O: 1.827 -3.935 1.836
H: 2.321 -3.055 1.728
H: 1.026 -2.982 -0.569
H: 1.324 -4.325 -2.670
H: 2.433 -6.578 -2.553
H: 2.561 -7.761 -0.344
H: 1.879 -6.490 1.749
C: -4.865 -1.075 4.861
C: -4.428 -1.767 3.734
C: -3.368 -1.258 3.007
C: -2.768 -0.032 3.302
C: -3.167 0.637 4.469
C: -4.213 0.105 5.232
P: -1.369 0.523 2.234
C: -1.473 2.328 2.450
C: -2.738 2.942 2.354
C: -2.868 4.315 2.554
C: -1.735 5.108 2.752
C: -0.469 4.522 2.764
C: -0.334 3.142 2.627
C: 0.031 0.034 3.314
C: 0.526 0.804 4.377
C: 1.549 0.310 5.195
C: 1.974 -1.015 5.076
C: 1.404 -1.828 4.090
C: 0.483 -1.293 3.198
H: -5.702 -1.471 5.434
H: -4.877 -2.702 3.402
H: -2.990 -1.837 2.183
H: -2.663 1.560 4.771
H: -4.524 0.625 6.132
H: -3.622 2.327 2.168
H: -3.864 4.755 2.569
H: -1.841 6.183 2.902
H: 0.423 5.132 2.906
H: 0.661 2.696 2.707
H: 0.129 1.796 4.583
H: 2.003 0.959 5.947
H: 2.732 -1.430 5.743
H: 1.670 -2.884 4.011
H: 0.082 -1.927 2.415